Entry from the OMol25 dataset: a structure of composition C18H22N5O8V at a distorted geometry (wB97M-V/def2-TZVPD).

Positions of all 54 atoms, in Å:
O -0.2415 0.3198 1.1716
V -0.6256 -0.1898 -0.3473
C -1.3059 -3.6396 2.1624
C -0.5337 -3.5853 0.7722
C -0.8461 -4.6681 -0.2334
O -0.6833 -2.3792 0.0932
H -0.8081 -3.0487 2.9313
H -1.2458 -4.6708 2.5105
H -2.3684 -3.4380 2.0264
H 0.4961 -3.8602 1.0002
H -0.2157 -4.7413 -1.1196
H -1.8358 -4.4365 -0.6270
H -0.9679 -5.6175 0.2881
N -1.3879 0.2789 -3.6666
O -1.0430 -0.1672 -2.5736
O -0.6423 1.0678 -4.2915
O -2.4634 0.0804 -4.1436
N -0.8636 3.1297 -1.3041
O -0.7530 4.0947 -0.5886
O -0.6234 2.0553 -0.7934
O -0.9668 3.3288 -2.5128
N -2.7977 0.0088 -0.0061
C -3.4857 1.1544 0.3832
C -4.8531 1.2170 0.6823
C -5.5384 0.0318 0.8188
C -4.9103 -1.1231 0.3999
C -3.5925 -1.1576 -0.0442
H -2.8762 2.0356 0.2476
H -5.3127 2.1299 1.0315
H -6.5652 0.0764 1.1505
H -5.5446 -1.9908 0.2937
H -3.1910 -2.0846 -0.4261
N 1.5776 -0.0632 -1.0935
C 2.1578 1.0140 -1.8330
C 3.5081 1.2574 -2.0024
C 4.4232 0.3112 -1.4458
C 3.9231 -0.7848 -0.7249
C 2.4897 -1.0259 -0.6169
H 1.4363 1.5222 -2.4556
H 3.9144 2.0276 -2.6413
H 5.4710 0.4864 -1.6401
H 4.6326 -1.5214 -0.3781
H 2.2363 -1.8968 -0.0306
N 1.6396 1.8588 2.4481
C 1.5542 2.8722 1.5087
C 2.6315 3.5127 0.9395
C 3.8996 3.1017 1.2856
C 4.1004 2.1290 2.2542
C 2.9570 1.5959 2.8363
H 0.5088 3.0521 1.3060
H 2.6799 4.2440 0.1463
H 4.7874 3.3433 0.7202
H 5.1226 1.9260 2.5374
H 2.9416 0.8271 3.5947

Forces on atoms 1 to 6 (eV/Å):
0.2981 -0.1842 -0.0651
-0.7194 -0.6703 0.7865
0.6338 -1.0536 -1.4400
-0.0381 1.9262 -0.6201
-2.0362 -0.6753 0.3153
0.1273 0.3478 0.0793

The multiplicity is 3. The lowest unoccupied orbital energy (alpha / beta) is 4.71 / 4.70 eV. As for the net charge: -2. As for the expectation value of S²: 2.025. The calculation puts the HOMO energy (alpha / beta) at 0.029 / -0.069 Ha. For the frontier orbital gap (alpha / beta), the calculation gives 3.93 / 6.58 eV.

Per-atom Mulliken charges, elementary charge units: atom 1 (O): -0.696, atom 2 (V): 0.670, atom 3 (C): -1.303, atom 4 (C): 0.464, atom 5 (C): -1.417, atom 6 (O): -0.289, atom 7 (H): 0.277, atom 8 (H): 0.478, atom 9 (H): 0.211, atom 10 (H): 0.099, atom 11 (H): 0.283, atom 12 (H): 0.262, atom 13 (H): 0.382, atom 14 (N): 0.828, atom 15 (O): -0.479, atom 16 (O): -0.636, atom 17 (O): -0.721, atom 18 (N): 0.576, atom 19 (O): -0.715, atom 20 (O): 0.181, atom 21 (O): -0.665, atom 22 (N): 0.280, atom 23 (C): -0.170, atom 24 (C): -0.883, atom 25 (C): -0.195, atom 26 (C): -0.659, atom 27 (C): -0.220, atom 28 (H): 0.455, atom 29 (H): 0.339, atom 30 (H): 0.378, atom 31 (H): 0.302, atom 32 (H): 0.464, atom 33 (N): 0.474, atom 34 (C): -0.216, atom 35 (C): -0.758, atom 36 (C): -0.191, atom 37 (C): -0.735, atom 38 (C): -0.073, atom 39 (H): 0.255, atom 40 (H): 0.410, atom 41 (H): 0.402, atom 42 (H): 0.374, atom 43 (H): 0.216, atom 44 (N): -0.308, atom 45 (C): -0.321, atom 46 (C): -0.387, atom 47 (C): -0.115, atom 48 (C): -0.413, atom 49 (C): -0.468, atom 50 (H): 0.474, atom 51 (H): 0.384, atom 52 (H): 0.361, atom 53 (H): 0.389, atom 54 (H): 0.362

---

Entry from the OMol25 dataset: the ion C18H22NO with charge +1 at a distorted geometry (wB97M-V/def2-TZVPD).

Positions of all 42 atoms, in Å:
C 5.2963 -1.8953 -1.6033
O 4.8323 -0.5247 -1.7339
C 3.4919 -0.2644 -1.5440
C 3.0374 1.0713 -1.6829
C 1.7089 1.4121 -1.3861
C 0.8314 0.4475 -0.8528
C -0.5611 0.8083 -0.3357
C -1.6865 0.0893 -1.0636
C -2.9373 0.6924 -0.8719
C -4.1038 -0.0570 -1.0123
C -4.0398 -1.3782 -1.5385
C -2.8026 -1.9301 -1.8841
C -1.6213 -1.1371 -1.7451
C 1.2339 -0.8756 -0.8620
C 2.5646 -1.2255 -1.0801
H 6.3688 -1.8330 -1.7543
H 5.1017 -2.3257 -0.6122
H 4.8544 -2.5297 -2.3806
H 3.7527 1.8343 -2.0149
H 1.3698 2.4472 -1.5881
H -0.7814 1.8940 -0.2089
H -2.9940 1.7478 -0.5318
H -5.0780 0.4235 -0.8133
H -4.9600 -1.9838 -1.6786
H -2.7306 -2.9210 -2.4012
H -0.6864 -1.5400 -2.1626
H 0.5648 -1.7209 -0.6606
H 2.8694 -2.2563 -0.8961
C -0.3569 1.4954 3.5335
C -1.8365 1.2286 3.3409
C -2.0167 0.6116 1.9512
N -0.6607 0.4247 1.3171
C 0.3674 1.0572 2.2515
H -0.1475 2.5447 3.7600
H 0.0163 0.9237 4.3912
H -2.1973 0.5323 4.1047
H -2.4426 2.1332 3.4431
H -2.5826 -0.3526 1.9944
H -2.5678 1.2755 1.2990
H -0.4560 -0.5954 1.3100
H 0.7854 1.9066 1.7264
H 1.2004 0.3448 2.4766

Forces on atoms 1 to 6 (eV/Å):
-0.2776 0.4886 -0.1543
-1.1876 -0.2338 0.1736
0.1601 -0.1328 1.0005
-0.0424 -0.2423 -0.3133
0.5930 0.0902 0.2714
-0.8430 0.9071 -0.0744

As for the structure (SMILES): COc1ccc([C@@H](c2ccccc2)[NH+]2CCCC2)cc1. The lowest unoccupied orbital energy is -2.70 eV. The energy above the lowest of the compared OMol25 structures with the same formula, charge and spin comes out at 115.6 kJ/mol. As for the net charge: +1. The calculation puts the HOMO energy at -0.424 Ha. For the frontier orbital gap, the calculation gives 8.84 eV.

Per-atom Mulliken charges, elementary charge units: atom 1 (C): -0.770, atom 2 (O): -0.435, atom 3 (C): 0.718, atom 4 (C): -0.742, atom 5 (C): -0.295, atom 6 (C): 0.296, atom 7 (C): -0.157, atom 8 (C): 0.055, atom 9 (C): -0.475, atom 10 (C): -0.775, atom 11 (C): -0.393, atom 12 (C): -0.770, atom 13 (C): -0.028, atom 14 (C): -1.203, atom 15 (C): -0.654, atom 16 (H): 0.255, atom 17 (H): 0.304, atom 18 (H): 0.341, atom 19 (H): 0.406, atom 20 (H): 0.408, atom 21 (H): 0.614, atom 22 (H): 0.630, atom 23 (H): 0.409, atom 24 (H): 0.377, atom 25 (H): 0.349, atom 26 (H): 0.728, atom 27 (H): 0.556, atom 28 (H): 0.368, atom 29 (C): -0.510, atom 30 (C): -0.644, atom 31 (C): -0.204, atom 32 (N): -0.031, atom 33 (C): -0.494, atom 34 (H): 0.292, atom 35 (H): 0.278, atom 36 (H): 0.281, atom 37 (H): 0.341, atom 38 (H): 0.283, atom 39 (H): 0.104, atom 40 (H): 0.568, atom 41 (H): 0.335, atom 42 (H): 0.283

---

Entry from the OMol25 dataset: a cluster of 4 separate species, C18H22O3P2 in total at a distorted geometry (wB97M-V/def2-TZVPD).

Positions of all 45 atoms, in Å:
O -2.3394 -8.6092 1.0769
P -3.7625 -8.1089 0.6048
O -4.8499 -9.3742 0.0857
O -4.6237 -7.1507 1.7976
P -3.4342 -6.7290 -1.1084
H -5.7596 -8.9124 0.0579
H -4.4797 -7.5210 2.7302
H -3.1439 -5.4568 -0.4322
H -4.6924 -6.4773 -1.7898
C -1.4634 -4.4436 1.8366
C -0.2509 -4.3855 2.5231
C 0.3335 -3.1510 2.8047
C -0.3003 -1.9731 2.4080
C -1.5147 -2.0311 1.7249
C -2.0945 -3.2659 1.4351
H -1.9169 -5.4060 1.6143
H 0.2394 -5.3032 2.8381
H 1.2816 -3.1063 3.3337
H 0.1525 -1.0108 2.6317
H -2.0093 -1.1130 1.4173
H -3.0378 -3.3109 0.8980
C 1.0285 1.1298 0.5109
C 2.2410 1.1879 1.1973
C 2.8255 2.4224 1.4790
C 2.1917 3.6003 1.0823
C 0.9773 3.5423 0.3991
C 0.3975 2.3074 0.1094
H 0.5751 0.1674 0.2886
H 2.7314 0.2702 1.5124
H 3.7735 2.4671 2.0080
H 2.6445 4.5626 1.3060
H 0.4827 4.4604 0.0916
H -0.5458 2.2624 -0.4277
C 1.9550 7.5350 -4.0574
C 3.0925 7.7216 -3.2726
C 3.4972 6.7274 -2.3822
C 2.7691 5.5414 -2.2838
C 1.6337 5.3533 -3.0714
C 1.2237 6.3513 -3.9550
H 1.6379 8.3114 -4.7487
H 3.6637 8.6430 -3.3543
H 4.3798 6.8759 -1.7660
H 3.0872 4.7645 -1.5935
H 1.0674 4.4283 -2.9957
H 0.3360 6.2067 -4.5644

Forces on atoms 1 to 6 (eV/Å):
-5.3216 1.5563 -1.5533
1.8731 -1.1512 2.3945
0.1844 3.7172 1.1168
1.5126 -2.6212 -0.5357
0.4292 0.2317 -0.3749
1.7910 -1.1212 0.0464

As for the structure (SMILES): O=P(O)(O)P.c1ccccc1.c1ccccc1.c1ccccc1. The lowest unoccupied orbital energy is 0.11 eV. The energy above the lowest of the compared OMol25 structures with the same formula, charge and spin comes out at 151.2 kJ/mol. The calculation puts the HOMO energy at -0.343 Ha. For the frontier orbital gap, the calculation gives 9.43 eV.

Per-atom Mulliken charges, elementary charge units: atom 1 (O): -0.573, atom 2 (P): 0.813, atom 3 (O): -0.520, atom 4 (O): -0.495, atom 5 (P): -0.069, atom 6 (H): 0.351, atom 7 (H): 0.327, atom 8 (H): 0.063, atom 9 (H): 0.083, atom 10 (C): 0.016, atom 11 (C): -0.615, atom 12 (C): -0.393, atom 13 (C): -0.364, atom 14 (C): -0.479, atom 15 (C): -0.295, atom 16 (H): 0.214, atom 17 (H): 0.374, atom 18 (H): 0.364, atom 19 (H): 0.455, atom 20 (H): 0.378, atom 21 (H): 0.363, atom 22 (C): -0.286, atom 23 (C): -0.483, atom 24 (C): -0.334, atom 25 (C): -0.521, atom 26 (C): -0.316, atom 27 (C): -0.492, atom 28 (H): 0.458, atom 29 (H): 0.388, atom 30 (H): 0.364, atom 31 (H): 0.403, atom 32 (H): 0.446, atom 33 (H): 0.374, atom 34 (C): -0.382, atom 35 (C): -0.337, atom 36 (C): -0.469, atom 37 (C): -0.272, atom 38 (C): -0.437, atom 39 (C): -0.359, atom 40 (H): 0.348, atom 41 (H): 0.351, atom 42 (H): 0.354, atom 43 (H): 0.453, atom 44 (H): 0.393, atom 45 (H): 0.354

---

Entry from the OMol25 dataset: a structure of composition C18H23Br2N4O3Yb at a distorted geometry (wB97M-V/def2-TZVPD).

Positions of all 51 atoms, in Å:
Yb -0.2311 -0.4182 0.6268
O 0.9277 2.3041 6.3617
C 0.7612 1.7923 5.0902
C 1.8960 1.1974 4.4127
C 1.6512 0.5135 3.2135
N 0.4669 0.5204 2.5984
C -0.5405 1.1068 3.2156
Br -2.3180 1.0876 2.4955
C -0.4309 1.8755 4.3764
H 0.2845 1.9802 7.0287
H 2.8631 1.2071 4.8671
H 2.4757 0.0024 2.7098
H -1.2188 2.5612 4.6433
C -1.4895 1.8183 -1.6296
C -1.5929 2.7197 -2.8573
N -0.6783 2.2470 -3.9337
C -0.9160 0.7607 -4.1765
C -0.4892 -0.0105 -2.9125
N -0.3878 0.7812 -1.6836
C 0.8095 1.5962 -2.0220
C 0.6842 2.3374 -3.3703
H -2.3811 1.1808 -1.4306
H -1.3359 2.3949 -0.7597
H -1.2446 3.6920 -2.5863
H -2.5865 2.8615 -3.2756
H -0.1751 0.6052 -4.9377
H -1.9346 0.6107 -4.4739
H 0.5114 -0.4789 -3.0056
H -1.2509 -0.7712 -2.7595
H 1.6907 0.9061 -2.0932
H 1.0690 2.2084 -1.1659
H 1.4628 1.9687 -4.1126
H 1.0806 3.3543 -3.2465
C 4.9117 -1.4293 -0.6388
O 3.5672 -1.1617 -1.1820
C 2.8079 -1.3551 -0.1086
O 1.8957 -0.5216 -0.0315
H 5.0086 -0.9173 0.3449
H 5.6439 -0.9557 -1.2913
H 5.1607 -2.4851 -0.6159
Br -4.5456 -5.5219 1.0823
C -3.2087 -4.1804 0.8194
C -2.6892 -3.6124 2.0042
C -1.6024 -2.7228 1.8157
N -1.0869 -2.4040 0.6444
C -1.7187 -2.8464 -0.4922
C -2.7921 -3.7157 -0.4398
H -3.0346 -3.9757 2.9937
H -1.1609 -2.2157 2.6751
H -1.3263 -2.4677 -1.4154
H -3.2632 -4.0241 -1.3711

Forces on atoms 1 to 6 (eV/Å):
-0.1067 2.2435 -1.4587
-0.0355 -0.6538 -1.2608
1.4533 -0.2082 0.4147
-2.1538 -0.3305 0.0125
1.3624 1.3476 1.1776
-0.8612 -0.6833 0.6803

The multiplicity is 2. The lowest unoccupied orbital energy (alpha / beta) is -5.75 / -8.29 eV. The energy above the lowest of the compared OMol25 structures with the same formula, charge and spin comes out at 83.8 kJ/mol. As for the net charge: +2. As for the expectation value of S²: 0.754. The calculation puts the HOMO energy (alpha / beta) at -0.500 / -0.499 Ha. For the frontier orbital gap (alpha / beta), the calculation gives 7.86 / 5.30 eV.

Per-atom Mulliken charges, elementary charge units: atom 1 (Yb): 1.081, atom 2 (O): -0.496, atom 3 (C): 0.303, atom 4 (C): -0.559, atom 5 (C): -0.214, atom 6 (N): -0.199, atom 7 (C): 0.533, atom 8 (Br): -0.106, atom 9 (C): -0.490, atom 10 (H): 0.378, atom 11 (H): 0.448, atom 12 (H): 0.359, atom 13 (H): 0.453, atom 14 (C): -0.548, atom 15 (C): -0.894, atom 16 (N): -0.163, atom 17 (C): -0.924, atom 18 (C): -0.465, atom 19 (N): 0.444, atom 20 (C): -0.353, atom 21 (C): -0.979, atom 22 (H): 0.412, atom 23 (H): 0.426, atom 24 (H): 0.364, atom 25 (H): 0.336, atom 26 (H): 0.383, atom 27 (H): 0.369, atom 28 (H): 0.497, atom 29 (H): 0.160, atom 30 (H): 0.092, atom 31 (H): 0.552, atom 32 (H): 0.283, atom 33 (H): 0.294, atom 34 (C): -0.641, atom 35 (O): -0.141, atom 36 (C): 0.191, atom 37 (O): -0.281, atom 38 (H): 0.330, atom 39 (H): 0.278, atom 40 (H): 0.310, atom 41 (Br): -0.055, atom 42 (C): 0.293, atom 43 (C): -0.766, atom 44 (C): -0.156, atom 45 (N): -0.288, atom 46 (C): -0.112, atom 47 (C): -0.785, atom 48 (H): 0.415, atom 49 (H): 0.572, atom 50 (H): 0.614, atom 51 (H): 0.445

---

no.,E_tot (eV)
1,-68532.568
2,-22553.042
3,-43743.323
4,-202739.790